1.
{"formula": "C4H13ClN3O4S4SbSeTc", "method": "the ωB97M-V functional and the def2-TZVPD basis", "energy_ha": -5400.39993, "charge": 1, "gap_ha": [0.22194, 0.22191], "homo_energy_ev": [-11.9011, -11.9010], "symbols": ["Tc", "N", "C", "C", "N", "C", "C", "N", "H", "H", "H", "H", "H", "H", "H", "H", "H", "H", "H", "H", "H", "S", "Sb", "S", "S", "S", "O", "Cl", "O", "O", "O", "Se"], "xyz": [[-0.469, -0.449, -0.477], [-0.927, 1.630, -0.412], [0.093, 2.350, 0.390], [0.321, 1.609, 1.695], [0.418, 0.133, 1.479], [1.736, -0.523, 1.715], [2.323, -1.079, 0.432], [1.257, -1.742, -0.367], [-1.020, 2.044, -1.351], [-1.846, 1.722, 0.020], [-0.236, 3.370, 0.592], [0.996, 2.393, -0.213], [-0.519, 1.783, 2.369], [1.217, 1.985, 2.189], [-0.212, -0.280, 2.160], [1.578, -1.329, 2.433], [2.440, 0.177, 2.166], [3.121, -1.788, 0.660], [2.741, -0.290, -0.190], [0.972, -2.618, 0.071], [1.623, -1.958, -1.291], [-1.715, 2.398, -3.554], [-0.043, 1.008, -4.041], [-1.465, -1.041, -2.391], [1.144, 0.473, -2.030], [0.897, 0.312, -5.881], [-3.484, -2.399, 1.141], [-2.293, -1.686, 1.283], [-2.366, -0.336, 0.639], [-1.866, -1.540, 2.628], [-1.181, -2.290, 0.474], [-3.235, -2.038, -2.340]], "lowdin_charge": [0.901, -0.151, -0.217, -0.146, -0.138, -0.147, -0.222, -0.140, -0.064, 0.112, 0.135, 0.074, 0.134, 0.128, 0.074, 0.135, 0.129, 0.134, 0.067, 0.111, 0.078, 0.005, 0.166, -0.070, 0.139, -0.004, -0.213, 0.731, -0.446, -0.246, -0.463, 0.415]}



2.
{"formula": "C4H13N", "method": "the ωB97M-V functional and the def2-TZVPD basis", "energy_ha": -214.87903, "smiles": "CCN.CC", "gap_ha": 0.38454, "homo_energy_ev": -9.4655, "de_lowest_kj_mol": 142.3, "symbols": ["C", "C", "N", "H", "H", "H", "H", "H", "H", "H", "C", "C", "H", "H", "H", "H", "H", "H"], "xyz": [[-2.073, 0.116, 1.357], [-0.730, 0.097, 2.094], [-0.140, 1.415, 2.372], [-1.984, 0.704, 0.358], [-2.548, -0.846, 1.104], [-2.511, 0.592, 2.253], [-0.874, -0.422, 3.034], [-0.076, -0.459, 1.355], [-0.731, 2.020, 1.702], [-0.416, 1.564, 3.355], [1.538, -0.816, -1.628], [1.509, -0.351, -3.143], [1.109, -0.028, -0.976], [2.499, -1.103, -1.360], [0.936, -1.675, -1.476], [0.944, -1.101, -3.688], [0.925, 0.652, -3.142], [2.625, -0.359, -3.571]], "lowdin_charge": [-0.131, -0.411, -0.033, 0.099, 0.068, 0.068, 0.097, 0.093, 0.089, 0.063, -0.172, -0.164, 0.058, 0.027, 0.038, 0.032, 0.081, 0.099]}



3.
{"formula": "C4H13N", "method": "the ωB97M-V functional and the def2-TZVPD basis", "energy_ha": -214.86205, "smiles": "CCC.CN", "gap_ha": 0.37080, "homo_energy_ev": -8.9599, "de_lowest_kj_mol": 186.9, "symbols": ["C", "C", "C", "H", "H", "H", "H", "H", "H", "H", "H", "C", "N", "H", "H", "H", "H", "H"], "xyz": [[-0.093, 1.799, -3.199], [-0.573, 0.538, -4.010], [-1.163, -0.521, -2.987], [0.223, 2.486, -4.011], [-0.934, 2.153, -2.623], [0.715, 1.426, -2.577], [-1.140, 0.895, -4.943], [0.479, -0.061, -4.220], [-1.403, -1.594, -3.326], [-2.147, 0.042, -2.519], [-0.377, -0.545, -2.255], [1.156, -0.887, 4.746], [0.639, -1.131, 6.092], [1.689, -1.737, 4.103], [0.200, -0.930, 4.185], [1.607, 0.032, 4.450], [-0.284, -0.788, 6.273], [1.406, -1.179, 6.820]], "lowdin_charge": [-0.148, -0.337, -0.162, 0.072, 0.054, 0.059, 0.106, 0.132, 0.078, 0.111, 0.033, -0.237, -0.089, 0.101, 0.060, 0.035, 0.045, 0.084]}



4.
{"formula": "C4H13N2", "method": "the ωB97M-V functional and the def2-TZVPD basis", "energy_ha": -269.35496, "charge": 1, "smiles": "C[NH2+][C@@H](C)CN", "gap_ha": 0.35627, "homo_energy_ev": -13.3805, "de_lowest_kj_mol": 382.6, "symbols": ["C", "N", "C", "C", "C", "N", "H", "H", "H", "H", "H", "H", "H", "H", "H", "H", "H", "H", "H"], "xyz": [[-0.995, 0.513, -1.973], [-0.139, 1.147, -0.989], [0.261, 0.037, -0.084], [1.562, 0.651, 0.859], [-0.691, -0.668, 0.975], [-0.183, -1.939, 1.277], [-2.097, 0.533, -1.633], [-0.778, -0.602, -2.106], [-0.779, 0.893, -2.911], [0.857, 1.246, -1.526], [-0.544, 2.135, -0.598], [0.633, -0.975, -0.649], [1.289, 0.992, 1.958], [2.125, 1.553, 0.404], [2.180, -0.253, 1.136], [-0.945, 0.225, 1.750], [-1.638, -0.899, 0.547], [-0.818, -2.670, 1.689], [0.702, -1.919, 1.874]], "lowdin_charge": [-0.065, -0.027, -0.319, -0.047, -0.328, -0.006, 0.146, 0.132, 0.072, 0.240, 0.271, 0.186, 0.102, 0.086, 0.071, 0.157, 0.092, 0.123, 0.116]}



5.
{"formula": "C4H13N2", "method": "the ωB97M-V functional and the def2-TZVPD basis", "energy_ha": -269.42259, "charge": 1, "smiles": "C[NH2+][C@H](C)CN", "gap_ha": 0.37277, "homo_energy_ev": -13.4391, "de_lowest_kj_mol": 205.0, "symbols": ["C", "N", "C", "C", "C", "N", "H", "H", "H", "H", "H", "H", "H", "H", "H", "H", "H", "H", "H"], "xyz": [[-1.854, 0.039, -1.534], [-0.956, 0.873, -0.619], [0.179, -0.196, -0.083], [-0.256, -1.309, 0.696], [1.265, 0.694, 0.649], [2.390, -0.138, 1.059], [-2.531, 0.821, -2.083], [-1.285, -0.475, -2.358], [-2.612, -0.694, -1.007], [-1.449, 1.272, 0.226], [-0.525, 1.672, -1.083], [0.691, -0.498, -1.019], [0.494, -2.152, 0.934], [-0.537, -0.912, 1.704], [-1.187, -1.764, 0.311], [0.784, 1.154, 1.581], [1.519, 1.501, -0.036], [3.200, 0.264, 0.584], [2.669, -0.153, 2.078]], "lowdin_charge": [-0.041, 0.052, -0.330, -0.084, -0.253, 0.004, 0.123, 0.113, 0.135, 0.194, 0.160, 0.151, 0.144, 0.108, 0.081, 0.139, 0.107, 0.081, 0.118]}



6.
{"formula": "C4H13N2", "method": "the ωB97M-V functional and the def2-TZVPD basis", "energy_ha": -269.42195, "charge": 1, "smiles": "C[C@H]([NH3+])CCN", "gap_ha": 0.40688, "homo_energy_ev": -14.1590, "de_lowest_kj_mol": 206.7, "symbols": ["C", "C", "N", "C", "C", "N", "H", "H", "H", "H", "H", "H", "H", "H", "H", "H", "H", "H", "H"], "xyz": [[2.299, 0.135, 0.452], [0.789, -0.277, 0.496], [0.343, -1.042, -0.739], [-0.132, 0.865, 0.487], [-1.650, 0.395, 0.405], [-2.066, -0.226, -1.006], [2.629, 1.120, 0.082], [2.934, -0.552, -0.133], [2.606, 0.111, 1.427], [0.651, -1.016, 1.255], [0.746, -2.029, -0.681], [0.675, -0.622, -1.652], [-0.723, -1.152, -0.643], [0.069, 1.422, 1.456], [0.088, 1.642, -0.244], [-2.401, 1.227, 0.384], [-1.760, 0.005, 1.382], [-2.004, 0.525, -1.656], [-3.093, -0.531, -1.073]], "lowdin_charge": [-0.015, -0.350, 0.143, -0.174, -0.149, -0.029, 0.101, 0.094, 0.050, 0.147, 0.192, 0.192, 0.098, 0.158, 0.124, 0.122, 0.097, 0.066, 0.132]}



7.
{"formula": "C4H13N2", "method": "the ωB97M-V functional and the def2-TZVPD basis", "energy_ha": -269.38679, "charge": 1, "smiles": "CNCC[NH2+]C", "gap_ha": 0.36922, "homo_energy_ev": -13.5486, "de_lowest_kj_mol": 299.0, "symbols": ["C", "N", "C", "C", "N", "C", "H", "H", "H", "H", "H", "H", "H", "H", "H", "H", "H", "H", "H"], "xyz": [[-1.333, -0.096, -1.791], [-0.695, -0.939, -0.805], [0.819, -0.862, -0.719], [1.350, 0.415, 0.044], [0.219, 0.929, 1.034], [-0.166, 0.134, 2.240], [-0.498, 0.631, -2.119], [-1.844, -0.690, -2.642], [-2.164, 0.416, -1.408], [-0.742, -1.797, -1.310], [1.137, -0.792, -1.790], [1.317, -1.684, -0.232], [1.448, 1.424, -0.578], [2.271, 0.252, 0.591], [0.591, 1.917, 1.481], [-0.772, 0.998, 0.582], [0.776, -0.077, 2.807], [-1.063, 0.611, 2.683], [-0.652, -0.789, 1.932]], "lowdin_charge": [-0.131, -0.145, -0.172, -0.075, -0.060, -0.044, 0.109, 0.125, 0.045, 0.088, 0.129, 0.112, 0.159, 0.113, 0.242, 0.182, 0.122, 0.115, 0.086]}



8.
{"formula": "C4H13N2", "method": "the ωB97M-V functional and the def2-TZVPD basis", "energy_ha": -269.41926, "charge": 1, "smiles": "CNCC[NH2+]C", "gap_ha": 0.38243, "homo_energy_ev": -13.4185, "de_lowest_kj_mol": 213.8, "symbols": ["C", "N", "C", "C", "N", "C", "H", "H", "H", "H", "H", "H", "H", "H", "H", "H", "H", "H", "H"], "xyz": [[1.541, -2.148, -0.454], [0.945, -0.922, -0.775], [1.042, 0.325, 0.173], [-0.124, 0.410, 1.127], [-1.336, 0.339, 0.229], [-1.888, 1.732, -0.217], [0.977, -2.756, 0.321], [2.471, -1.905, -0.081], [1.679, -2.843, -1.301], [1.237, -0.506, -1.599], [2.038, 0.538, 0.552], [0.880, 1.157, -0.457], [-0.161, -0.381, 1.841], [-0.071, 1.299, 1.706], [-2.152, -0.092, 0.587], [-0.952, -0.254, -0.610], [-1.339, 2.076, -1.133], [-1.891, 2.434, 0.715], [-2.895, 1.497, -0.624]], "lowdin_charge": [-0.127, -0.122, -0.132, -0.124, -0.007, 0.021, 0.110, 0.054, 0.106, 0.080, 0.133, 0.095, 0.124, 0.119, 0.144, 0.182, 0.106, 0.140, 0.100]}



9.
{"formula": "C4H13N2", "method": "the ωB97M-V functional and the def2-TZVPD basis", "energy_ha": -269.26296, "charge": 1, "gap_ha": 0.20752, "homo_energy_ev": -14.2329, "de_lowest_kj_mol": 624.1, "symbols": ["C", "C", "C", "C", "N", "N", "H", "H", "H", "H", "H", "H", "H", "H", "H", "H", "H", "H", "H"], "xyz": [[1.069, -1.438, 0.847], [0.230, -0.098, 0.908], [1.096, 1.021, 1.533], [0.307, 2.314, 1.540], [0.370, 2.887, 0.199], [-0.128, 0.299, -0.352], [1.887, -1.298, 0.143], [0.445, -2.235, 0.448], [1.455, -1.681, 1.830], [-0.601, -0.287, 1.623], [1.450, 0.756, 2.529], [1.987, 1.151, 0.912], [0.731, 3.018, 2.257], [-0.739, 2.139, 1.836], [-0.198, 3.718, 0.083], [0.140, 2.172, -0.506], [-0.938, -0.217, -0.743], [-4.639, -6.087, -7.628], [-3.923, -6.132, -7.460]], "lowdin_charge": [0.050, -0.419, -0.154, -0.243, 0.121, 0.306, 0.101, 0.096, 0.110, 0.183, 0.134, 0.136, 0.139, 0.131, 0.109, 0.059, 0.140, 0.001, -0.001]}



10.
{"formula": "C4H13N2", "method": "the ωB97M-V functional and the def2-TZVPD basis", "energy_ha": -269.40422, "charge": 1, "smiles": "C[N+](C)(C)CN", "gap_ha": 0.43504, "homo_energy_ev": -14.8168, "de_lowest_kj_mol": 253.3, "symbols": ["C", "N", "C", "C", "C", "N", "H", "H", "H", "H", "H", "H", "H", "H", "H", "H", "H", "H", "H"], "xyz": [[0.101, -0.943, 1.115], [0.317, 0.017, -0.031], [0.976, 1.279, 0.470], [1.223, -0.613, -1.058], [-1.334, 0.670, -0.113], [-2.280, -0.281, -0.517], [-0.755, -0.616, 1.730], [1.007, -0.976, 1.823], [-0.151, -1.958, 0.682], [0.840, 2.147, -0.230], [0.541, 1.485, 1.448], [2.003, 1.035, 0.460], [1.755, 0.117, -1.647], [0.571, -1.161, -1.724], [1.943, -1.288, -0.577], [-1.340, 1.072, 0.898], [-1.000, 1.426, -0.824], [-2.467, -0.174, -1.517], [-1.950, -1.239, -0.389]], "lowdin_charge": [-0.046, -0.330, -0.029, 0.006, -0.101, 0.074, 0.098, 0.139, 0.120, 0.128, 0.105, 0.087, 0.099, 0.097, 0.116, 0.111, 0.121, 0.110, 0.093]}



11.
{"formula": "C4H13N2", "method": "the ωB97M-V functional and the def2-TZVPD basis", "energy_ha": -269.41735, "charge": 1, "smiles": "CNCC[NH2+]C", "gap_ha": 0.37047, "homo_energy_ev": -13.1957, "de_lowest_kj_mol": 218.8, "symbols": ["C", "N", "C", "C", "N", "C", "H", "H", "H", "H", "H", "H", "H", "H", "H", "H", "H", "H", "H"], "xyz": [[2.104, 0.848, 0.741], [1.329, -0.341, 0.582], [0.703, -0.851, -0.663], [-0.365, 0.074, -1.298], [-1.108, 0.435, -0.018], [-2.326, -0.388, 0.422], [1.480, 1.338, 1.510], [1.952, 1.493, -0.155], [3.197, 0.733, 0.931], [1.709, -1.102, 1.164], [1.481, -1.113, -1.410], [0.226, -1.830, -0.355], [0.274, 0.950, -1.707], [-1.009, -0.451, -2.067], [-1.419, 1.459, -0.084], [-0.307, 0.488, 0.741], [-3.002, -0.511, -0.386], [-2.883, 0.141, 1.250], [-2.035, -1.373, 0.801]], "lowdin_charge": [-0.113, -0.187, -0.212, -0.101, -0.047, 0.015, 0.085, 0.089, 0.108, 0.140, 0.127, 0.135, 0.152, 0.153, 0.198, 0.156, 0.080, 0.122, 0.099]}



12.
{"formula": "C4H13N2", "method": "the ωB97M-V functional and the def2-TZVPD basis", "energy_ha": -268.89673, "charge": 2, "gap_ha": [0.43703, 0.15634], "homo_energy_ev": [-19.4360, -19.0915], "multiplicity": 2, "de_lowest_kj_mol": 287.9, "symbols": ["C", "N", "C", "N", "C", "C", "H", "H", "H", "H", "H", "H", "H", "H", "H", "H", "H", "H", "H"], "xyz": [[-0.914, 0.270, -0.743], [-1.052, 1.468, -1.570], [0.510, 0.118, -0.314], [1.025, 1.530, 0.233], [-0.225, -2.002, 0.875], [0.714, -0.896, 0.884], [-1.392, 0.586, 0.190], [-1.433, -0.671, -0.944], [-2.049, 1.713, -1.551], [-0.900, 1.147, -2.528], [1.234, -0.123, -1.110], [0.902, 1.699, 1.246], [0.450, 2.262, -0.225], [2.056, 1.639, 0.133], [0.130, -2.931, 1.527], [-1.175, -1.944, 1.436], [-0.490, -2.215, -0.153], [1.785, -1.234, 0.756], [0.823, -0.418, 1.858]], "lowdin_charge": [-0.138, 0.308, -0.198, 0.231, -0.088, -0.202, 0.162, 0.187, 0.182, 0.177, 0.173, 0.180, 0.157, 0.200, 0.181, 0.114, 0.081, 0.164, 0.128]}



Repeat the eighth record exactly.
{"formula": "C4H13N2", "method": "the ωB97M-V functional and the def2-TZVPD basis", "energy_ha": -269.41926, "charge": 1, "smiles": "CNCC[NH2+]C", "gap_ha": 0.38243, "homo_energy_ev": -13.4185, "de_lowest_kj_mol": 213.8, "symbols": ["C", "N", "C", "C", "N", "C", "H", "H", "H", "H", "H", "H", "H", "H", "H", "H", "H", "H", "H"], "xyz": [[1.541, -2.148, -0.454], [0.945, -0.922, -0.775], [1.042, 0.325, 0.173], [-0.124, 0.410, 1.127], [-1.336, 0.339, 0.229], [-1.888, 1.732, -0.217], [0.977, -2.756, 0.321], [2.471, -1.905, -0.081], [1.679, -2.843, -1.301], [1.237, -0.506, -1.599], [2.038, 0.538, 0.552], [0.880, 1.157, -0.457], [-0.161, -0.381, 1.841], [-0.071, 1.299, 1.706], [-2.152, -0.092, 0.587], [-0.952, -0.254, -0.610], [-1.339, 2.076, -1.133], [-1.891, 2.434, 0.715], [-2.895, 1.497, -0.624]], "lowdin_charge": [-0.127, -0.122, -0.132, -0.124, -0.007, 0.021, 0.110, 0.054, 0.106, 0.080, 0.133, 0.095, 0.124, 0.119, 0.144, 0.182, 0.106, 0.140, 0.100]}



What did the twelfth record say?
{"formula": "C4H13N2", "method": "the ωB97M-V functional and the def2-TZVPD basis", "energy_ha": -268.89673, "charge": 2, "gap_ha": [0.43703, 0.15634], "homo_energy_ev": [-19.4360, -19.0915], "multiplicity": 2, "de_lowest_kj_mol": 287.9, "symbols": ["C", "N", "C", "N", "C", "C", "H", "H", "H", "H", "H", "H", "H", "H", "H", "H", "H", "H", "H"], "xyz": [[-0.914, 0.270, -0.743], [-1.052, 1.468, -1.570], [0.510, 0.118, -0.314], [1.025, 1.530, 0.233], [-0.225, -2.002, 0.875], [0.714, -0.896, 0.884], [-1.392, 0.586, 0.190], [-1.433, -0.671, -0.944], [-2.049, 1.713, -1.551], [-0.900, 1.147, -2.528], [1.234, -0.123, -1.110], [0.902, 1.699, 1.246], [0.450, 2.262, -0.225], [2.056, 1.639, 0.133], [0.130, -2.931, 1.527], [-1.175, -1.944, 1.436], [-0.490, -2.215, -0.153], [1.785, -1.234, 0.756], [0.823, -0.418, 1.858]], "lowdin_charge": [-0.138, 0.308, -0.198, 0.231, -0.088, -0.202, 0.162, 0.187, 0.182, 0.177, 0.173, 0.180, 0.157, 0.200, 0.181, 0.114, 0.081, 0.164, 0.128]}